An isolated molecule of CH4ClN at a distorted geometry. Source: the OMol25 dataset; level of theory: ωB97M-V with the def2-TZVPD basis set.

```
7
Properties=species:S:1:pos:R:3:nbo_charge:R:1
C -0.473 0.493 0.011 -0.181
N 0.463 -0.578 -0.017 -0.833
Cl -2.251 -0.089 -0.014 -0.178
H -0.419 1.124 -0.971 0.215
H -0.339 1.101 1.045 0.220
H 0.582 -0.912 0.846 0.365
H 0.660 -1.175 -0.808 0.392
```

## Properties
LUMO level	0.039	hartree
charge	0
gap between HOMO and LUMO	10.78	eV
M	65.50	g mol⁻¹
2S+1	1
relative energy (zero: lowest compared OMol25 entry of this formula, charge and spin)	11.0	kcal/mol
SMILES	NCCl
HOMO	-0.35701	Ha

A cluster of 2 separate species, CH4ClN2O in total at a distorted geometry. Source: the OMol25 dataset; level of theory: ωB97M-V with the def2-TZVPD basis set.

```
9
Properties=species:S:1:pos:R:3:nbo_charge:R:1
C 0.562 0.549 -0.186 -0.494
N -2.623 -1.178 -0.093 -0.420
N -0.796 0.533 -0.060 0.302
O -1.465 1.462 0.202 -0.097
Cl -3.562 0.127 0.000 0.499
H 0.951 1.439 0.064 0.247
H 0.651 0.543 -1.317 0.313
H 0.805 -0.370 0.363 0.283
H -2.203 -1.486 0.777 0.367
```

## Properties
LUMO level (alpha / beta)	-0.260 / -0.295	hartree
charge	+1
gap between HOMO and LUMO (alpha / beta)	8.85 / 7.38	eV
M	95.51	g mol⁻¹
2S+1	1
relative energy (zero: lowest compared OMol25 entry of this formula, charge and spin)	143.2	kcal/mol
HOMO (alpha / beta)	-0.58523 / -0.56673	Ha

The ion CH4ClN2O with charge +1 at a distorted geometry. Source: the OMol25 dataset; level of theory: ωB97M-V with the def2-TZVPD basis set.

```
9
Properties=species:S:1:pos:R:3:mulliken_spin:R:1
C 0.319 0.345 -0.022 -0.005
N -1.409 -1.108 -0.163 0.577
N -0.157 -0.910 0.066 0.415
O 0.631 -1.960 0.082 0.824
Cl -2.609 0.186 -0.005 0.127
H 1.306 0.496 0.038 0.003
H -0.309 1.029 0.615 0.036
H -0.087 0.861 -0.876 0.036
H -1.696 -2.018 -0.130 -0.015
```

## Properties
LUMO level (alpha / beta)	-0.238 / -0.352	hartree
charge	+1
gap between HOMO and LUMO (alpha / beta)	7.96 / 7.85	eV
M	95.51	g mol⁻¹
2S+1	3
relative energy (zero: lowest compared OMol25 entry of this formula, charge and spin)	81.3	kcal/mol
HOMO (alpha / beta)	-0.53082 / -0.64086	Ha

A cluster of 2 separate species, CH4ClN2OS in total at a distorted geometry. Source: the OMol25 dataset; level of theory: ωB97M-V with the def2-TZVPD basis set.

```
10
Properties=species:S:1:pos:R:3:nbo_charge:R:1
C 0.086 0.391 -0.258 0.275
N 0.635 0.658 0.898 -0.701
N 0.598 -0.620 -0.970 -0.727
O -1.957 1.522 0.765 -0.716
S -1.648 0.906 -0.483 1.114
Cl -1.068 -2.553 0.024 -0.028
H 1.461 0.142 1.225 0.449
H 0.275 1.608 1.151 0.456
H 1.594 -0.889 -0.812 0.439
H 0.023 -1.165 -1.539 0.438
```

## Properties
LUMO level (alpha / beta)	-0.250 / -0.294	hartree
charge	+1
gap between HOMO and LUMO (alpha / beta)	9.23 / 6.45	eV
M	127.58	g mol⁻¹
2S+1	1
relative energy (zero: lowest compared OMol25 entry of this formula, charge and spin)	52.8	kcal/mol
HOMO (alpha / beta)	-0.58936 / -0.53108	Ha

A cluster of 2 separate species, CH4ClNO in total at a distorted geometry. Source: the OMol25 dataset; level of theory: ωB97M-V with the def2-TZVPD basis set.

```
8
Properties=species:S:1:pos:R:3:nbo_charge:R:1
C 1.047 1.226 0.315 0.249
N -1.731 0.305 -0.907 -0.831
O 1.881 0.613 -0.340 -0.505
Cl -3.046 0.080 0.297 0.048
H 0.954 1.270 1.397 0.123
H 0.316 1.788 -0.288 0.130
H -2.159 0.258 -1.838 0.396
H -0.930 -0.225 -0.582 0.389
```

## Properties
LUMO level	0.014	hartree
charge	0
gap between HOMO and LUMO	10.15	eV
M	81.50	g mol⁻¹
2S+1	1
relative energy (zero: lowest compared OMol25 entry of this formula, charge and spin)	68.0	kcal/mol
SMILES	C=O.NCl
HOMO	-0.35879	Ha

A cluster of 2 separate species, CH4ClNO2S in total at a distorted geometry. Source: the OMol25 dataset; level of theory: ωB97M-V with the def2-TZVPD basis set.

```
10
Properties=species:S:1:pos:R:3:mulliken_spin:R:1
C -0.524 -0.622 1.126 0.025
N -0.715 -0.498 -2.007 1.919
O 2.235 0.316 -1.076 -0.015
O 0.826 -0.238 0.796 0.008
S 0.949 0.645 -0.589 0.007
Cl 1.375 2.739 0.267 0.108
H -0.537 -1.526 1.817 0.005
H -0.944 -1.080 0.184 -0.020
H -1.075 0.241 1.485 -0.001
H -1.590 0.023 -2.003 -0.035
```

## Properties
LUMO level (alpha / beta)	-0.006 / -0.071	hartree
charge	0
gap between HOMO and LUMO (alpha / beta)	9.98 / 8.65	eV
M	129.57	g mol⁻¹
2S+1	3
relative energy (zero: lowest compared OMol25 entry of this formula, charge and spin)	0.0	kcal/mol
HOMO (alpha / beta)	-0.37233 / -0.38853	Ha